Entry 1:
Entry from the Open Molecules 2025 dataset: a molecular structure, C4H4IN (ωB97M-V/def2-TZVPD).

Its total energy is -507.0303 a.u. The value obtained for the energy above the lowest of the compared OMol25 structures with the same formula, charge and spin is 6.0571 eV.

Positions of all 10 atoms, in Å:
C: -0.69090 2.56234 0.34803
C: -1.17433 1.47725 -0.13487
C: 0.22641 0.69445 0.07154
C: -0.77764 -0.52210 -0.32582
N: -1.79242 0.40773 -0.75416
I: -3.70491 -0.07790 -0.05008
H: 0.85526 1.03825 -0.75774
H: 0.98622 0.62715 0.87076
H: -0.22401 -1.10637 -1.03249
H: -0.93520 -1.02293 0.64472



Entry 2:
Entry from the Open Molecules 2025 dataset: 2 unconnected molecules or ions with the total composition C13H28B2N4O16P2S2 (ωB97M-V/def2-TZVPD).

Its SMILES is CCCCO[C@@]1(C[C@H]2CO2)[C@](N)(P(O)(O)=S)[C@@](B(N)O)(B(O)O)OS(=O)(=O)[C@]1(N=C=O)P(=O)(O)O.C[N+](=O)[O-]. Its total energy is -3463.6113 a.u.

Positions of all 67 atoms, in Å:
C: 4.99193 0.67060 1.42251
C: 3.92442 1.60450 0.71668
C: 2.45144 1.01506 1.07058
C: 1.38320 1.73522 0.15960
O: 0.32563 1.14113 -0.51171
C: -0.66407 0.22439 -0.15225
C: 0.02870 -1.14726 0.17394
C: 1.27232 -1.51983 -0.89925
C: 2.43697 -2.51947 -0.21064
O: 1.33934 -2.92064 -1.32584
C: -1.70261 0.68110 1.03543
N: -1.41230 2.10640 1.47489
P: -1.42515 -0.25265 2.68935
O: -1.57972 -1.90575 2.61720
O: -2.58443 0.19138 3.84691
S: 0.25983 0.08515 3.58070
C: -3.24039 0.88954 0.68894
B: -4.34253 -0.22432 1.05549
N: -4.32915 -1.36947 1.96860
O: -5.64183 -0.01212 0.42366
B: -3.91639 2.16565 1.53571
O: -4.59325 2.00603 2.76279
O: -3.94394 3.49274 0.97257
O: -3.61301 1.34827 -0.64569
S: -2.52659 1.53768 -1.78549
O: -1.74996 2.79107 -1.82013
O: -3.28387 1.53434 -3.05247
C: -1.39422 0.03321 -1.63182
N: -0.39895 0.39508 -2.69744
C: -0.73293 0.08508 -3.86526
O: -1.10402 -0.33030 -4.88597
P: -2.17447 -1.59335 -2.00976
O: -3.32178 -1.43215 -2.98155
O: -1.16147 -2.71963 -2.75779
O: -2.84064 -2.47013 -0.74787
H: 6.01438 1.15137 1.47112
H: 4.99861 -0.34678 0.92918
H: 4.64275 0.49844 2.49116
H: 3.96616 2.61842 1.23272
H: 4.06377 1.70869 -0.40210
H: 2.57169 -0.09467 0.99125
H: 2.30178 1.35747 2.14394
H: 1.03241 2.64348 0.76737
H: 2.01764 2.26134 -0.63896
H: 0.67793 -1.16471 1.10867
H: -0.60875 -2.06727 0.25378
H: 1.65957 -0.68413 -1.62134
H: 3.01379 -3.35656 -0.68302
H: 3.20803 -1.73254 -0.59208
H: -1.22466 2.71017 0.66581
H: -0.58557 2.16571 2.07196
H: -0.71136 -2.34460 2.52873
H: -2.23255 1.02641 4.22809
H: -4.57058 -1.04664 2.91558
H: -5.06821 -2.05049 1.74049
H: -5.86020 -0.86146 -0.00383
H: -4.31230 2.77631 3.30597
H: -4.66593 3.45992 0.31083
H: -1.52910 -3.61760 -2.60954
H: -3.78736 -2.63157 -0.93967
C: 5.99836 -1.12737 -3.15727
N: 5.43111 -1.06087 -1.78435
O: 4.54452 -0.24668 -1.58087
O: 5.89338 -1.82615 -0.96081
H: 5.49363 -0.39328 -3.78026
H: 7.06146 -0.90616 -3.08393
H: 5.82947 -2.13471 -3.53326



Entry 3:
Entry from the Open Molecules 2025 dataset: a molecular structure, C16H22AgAsBClF3N5S (ωB97M-V/def2-TZVPD).

Its total energy is -4462.3376 a.u. As for the net charge: -2. The value obtained for the energy above the lowest of the compared OMol25 structures with the same formula, charge and spin is 0.0250 eV.

Positions of all 51 atoms, in Å:
Ag: -1.69860 -1.17883 0.44164
F: 2.89831 3.27435 6.01411
C: 2.37623 3.65867 4.80110
F: 3.39925 4.26389 4.16494
F: 1.47948 4.61903 5.10257
C: 1.79847 2.49064 4.06151
C: 1.88262 1.23992 4.64644
C: 1.36044 0.13195 3.99889
C: 0.76125 0.35425 2.76709
N: 0.66141 1.53838 2.18447
C: 1.17464 2.65052 2.78257
S: 0.99798 4.15672 1.99443
H: 2.36154 1.13189 5.61059
H: 1.41671 -0.86253 4.41922
H: 0.34480 -0.48076 2.20664
B: -3.72558 -0.53338 -2.38477
N: -2.88178 0.66640 -1.85365
C: -2.84202 1.91513 -2.33544
C: -2.03441 2.68826 -1.52034
C: -1.60629 1.80439 -0.52651
N: -2.13818 0.60025 -0.72993
N: -2.78261 -1.64220 -2.92268
C: -2.55259 -2.84472 -2.36071
C: -1.62144 -3.51328 -3.12999
C: -1.34291 -2.60796 -4.16593
N: -2.04306 -1.48677 -4.03579
H: -4.42704 -0.09872 -3.27520
H: -4.36978 -1.01489 -1.47493
H: -3.38455 2.15330 -3.23509
H: -1.76484 3.72430 -1.63049
H: -0.92786 1.97483 0.29818
H: -3.05618 -3.12655 -1.45109
H: -1.18688 -4.48109 -2.94505
H: -0.66152 -2.72014 -4.99665
C: 3.13879 -0.64112 0.00476
As: 1.39767 -0.78487 -0.90122
C: 1.42750 0.99287 -1.71902
C: 2.08563 -1.74743 -2.47916
H: 3.90448 -0.30932 -0.70007
H: 3.41927 -1.60851 0.42327
H: 3.05570 0.08620 0.81044
H: 2.35457 1.12845 -2.28229
H: 1.36467 1.74522 -0.93133
H: 0.57126 1.10032 -2.38466
H: 3.02621 -1.29917 -2.80741
H: 1.34742 -1.67576 -3.27752
H: 2.23909 -2.80228 -2.24813
Cl: 0.09138 -3.72584 1.65925
C: -1.50410 -2.80461 1.79895
H: -1.52990 -2.51502 2.84988
H: -2.25463 -3.58440 1.66415



Entry 4:
Entry from the Open Molecules 2025 dataset: 8 unconnected molecules or ions with the total composition C27H56BrN7O10 (ωB97M-V/def2-TZVPD).

Its SMILES is O=C(Br)C[C@@H]1CCOC1=O.CNC(C)=O.CNC(C)=O.CNC(C)=O.CNC(C)=O.CNC(C)=O.CNC(C)=O.CNC(C)=O. Its total energy is -4772.1959 a.u.

Positions of all 101 atoms, in Å:
O: 5.15920 3.29055 -4.21064
C: 5.24038 2.54583 -3.33947
Br: 6.97836 2.40839 -2.36908
C: 4.16462 1.61067 -2.83076
C: 2.79563 1.81071 -3.51538
C: 2.01859 3.08092 -3.08751
C: 1.37532 2.63457 -1.74750
O: 1.43482 1.19655 -1.64890
C: 1.92346 0.72129 -2.80141
O: 1.76550 -0.36037 -3.23142
H: 4.48102 0.56193 -2.92253
H: 4.03042 1.80926 -1.75763
H: 2.77315 1.57396 -4.58421
H: 2.63908 3.97105 -2.93641
H: 1.22842 3.28289 -3.82474
H: 1.87429 3.15152 -0.92670
H: 0.31131 2.85629 -1.64148
C: 4.20820 1.32454 3.50333
N: 4.14105 1.60766 2.08419
C: 3.22777 1.15208 1.18245
C: 2.14050 0.24186 1.68167
O: 3.30679 1.48493 0.00737
H: 4.13976 2.26368 4.05716
H: 5.16782 0.85385 3.72702
H: 3.40637 0.66558 3.81915
H: 4.84060 2.21189 1.68056
H: 1.49768 -0.03526 0.85506
H: 2.57123 -0.66474 2.10168
H: 1.53889 0.75660 2.43489
C: -0.71558 -5.13866 0.36504
N: 0.26859 -4.22977 0.93165
C: 0.83495 -3.14401 0.34354
C: 0.41332 -2.81710 -1.06576
O: 1.65535 -2.46827 0.95402
H: -1.60417 -5.12095 0.99514
H: -0.29562 -6.14849 0.36712
H: -0.98777 -4.86766 -0.64138
H: 0.59308 -4.39278 1.87209
H: 0.94346 -1.93044 -1.40507
H: 0.65794 -3.64411 -1.73387
H: -0.65905 -2.61781 -1.10112
C: -1.04173 7.10066 0.50991
N: -0.75900 5.72140 0.15686
C: -0.08701 4.79296 0.88774
C: 0.44290 5.22119 2.23150
O: 0.06979 3.66076 0.45193
H: -2.12259 7.25046 0.51615
H: -0.59969 7.75673 -0.24284
H: -0.64311 7.35720 1.48629
H: -1.08704 5.37505 -0.73215
H: 0.95351 4.38311 2.69996
H: 1.15474 6.03960 2.11224
H: -0.37950 5.53539 2.87633
C: -0.51870 7.06073 7.84153
N: -0.61170 7.34081 6.42102
C: -1.54430 6.89561 5.53759
C: -2.63344 5.99583 6.06558
O: -1.48470 7.22396 4.36173
H: -0.56600 8.00167 8.39261
H: 0.43998 6.58104 8.04667
H: -1.32023 6.41143 8.17735
H: 0.08598 7.93671 6.00255
H: -3.29779 5.72400 5.25000
H: -2.20207 5.08417 6.48175
H: -3.21450 6.51403 6.82985
C: -1.51347 1.92308 -8.20107
N: -1.56832 2.77163 -7.02623
C: -1.23662 2.45303 -5.74484
C: -0.74730 1.05216 -5.47876
O: -1.33878 3.28807 -4.85812
H: -0.84428 2.37571 -8.93534
H: -2.51309 1.85070 -8.63421
H: -1.15672 0.92695 -7.96164
H: -1.88685 3.72208 -7.13451
H: -0.51752 0.93379 -4.42328
H: -1.51854 0.32695 -5.74299
H: 0.16222 0.85852 -6.04999
C: -6.47853 -3.72213 -0.66042
N: -5.03087 -3.67779 -0.73757
C: -4.17885 -4.67792 -1.08743
C: -4.77737 -6.01440 -1.44654
O: -2.97241 -4.48058 -1.10337
H: -6.89308 -2.97581 -1.34057
H: -6.78748 -3.47963 0.35804
H: -6.86616 -4.69986 -0.92631
H: -4.56416 -2.81298 -0.51018
H: -3.97906 -6.70632 -1.70074
H: -5.33202 -6.42014 -0.59923
H: -5.43824 -5.91280 -2.30879
C: 1.80713 -9.24427 2.39222
N: 0.58453 -8.92631 1.67933
C: -0.32032 -9.78707 1.13732
C: -0.04821 -11.26461 1.27740
O: -1.30871 -9.35918 0.56355
H: 1.75456 -8.81708 3.39549
H: 2.65192 -8.79711 1.86504
H: 1.96208 -10.31530 2.46922
H: 0.34285 -7.95593 1.55013
H: -0.84996 -11.82104 0.80003
H: 0.89325 -11.52368 0.79063
H: -0.01011 -11.54393 2.33148



no.,highest occupied orbital energy (eV),orbital gap (eV)
1,-8.94,8.016
2,-8.61,8.302
3,-1.70,6.598
4,-8.73,9.330